DFT (ωB97M-V/def2-TZVPD) results for an isolated molecule of C2H3N3S2.

Results
- highest occupied orbital energy (eV) = -7.482
- Kohn-Sham gap (eV) = 7.126
- max |F| (eV/A) = 3.05
- molecular weight (g/mol) = 133.20

XYZ file:
```
10
Properties=species:S:1:pos:R:3:mulliken_charge:R:1
C 1.071 -0.650 2.204 0.443
C -0.063 -0.026 0.106 0.194
N 2.172 1.118 1.225 -0.292
N 1.814 0.367 2.246 -0.251
N -0.831 -0.935 -0.388 -0.328
S 0.226 -1.868 2.751 -0.375
S 0.978 1.088 -0.450 -0.049
H 2.594 1.996 1.478 0.230
H -0.907 -1.797 0.193 0.178
H -1.240 -1.080 -1.364 0.249
```

***

DFT (ωB97M-V/def2-TZVPD) results for the ion C2H3N4O with charge -1.

Results
- SMILES string = Cn1nnc([O-])n1
- net charge = -1
- highest occupied orbital energy (eV) = -2.905
- Kohn-Sham gap (eV) = 6.771
- max |F| (eV/A) = 2.49
- molecular weight (g/mol) = 99.07

XYZ file:
```
10
Properties=species:S:1:pos:R:3:mulliken_charge:R:1
C 1.722 -0.690 -0.620 0.512
C -1.249 0.691 0.709 -0.670
N 1.146 0.129 0.372 -0.885
N 0.717 -1.180 -1.439 -0.372
N -0.395 -0.732 -0.994 -0.519
N -0.160 0.001 0.116 0.932
O 2.955 -0.975 -0.756 -0.762
H -2.225 0.183 0.534 0.270
H -1.262 0.904 1.859 0.216
H -1.248 1.669 0.218 0.278
```

***

DFT (ωB97M-V/def2-TZVPD) results for the ion C2H3N4O with charge -1.

Results
- SMILES string = [O-]Nn1ccnn1
- net charge = -1
- highest occupied orbital energy (eV) = -3.187
- Kohn-Sham gap (eV) = 7.497
- max |F| (eV/A) = 3.94
- molecular weight (g/mol) = 99.07

XYZ file:
```
10
Properties=species:S:1:pos:R:3:mulliken_charge:R:1
C -0.474 0.171 1.627 -0.563
C -0.746 0.240 0.291 -0.056
N 0.886 -0.052 1.788 -0.335
N 1.477 -0.081 0.650 -0.445
N 0.503 0.060 -0.281 0.757
N 0.796 -0.193 -1.642 -0.640
O -0.645 -0.847 -2.226 -0.760
H -1.092 0.054 2.441 0.418
H -1.582 0.032 -0.323 0.391
H 0.877 0.616 -2.325 0.234
```

***

DFT (ωB97M-V/def2-TZVPD) results for the ion C2H3N4O2S with charge +1.

Results
- SMILES string = NC1=N[N+]#CS(=O)(=O)N1
- net charge = +1
- highest occupied orbital energy (eV) = -15.494
- Kohn-Sham gap (eV) = 7.677
- max |F| (eV/A) = 3.75
- molecular weight (g/mol) = 147.14

XYZ file:
```
12
Properties=species:S:1:pos:R:3:mulliken_charge:R:1
C 0.903 -0.345 0.062 0.725
C -1.594 -0.906 1.383 0.170
N 0.709 -1.331 0.913 -0.578
N -0.447 -1.194 1.527 0.383
N -0.103 0.602 0.100 -0.384
N 1.910 0.039 -0.781 -0.410
O -2.237 1.580 0.278 -0.446
O -2.059 -0.575 -0.985 -0.414
S -1.679 0.323 0.015 1.024
H -0.048 1.474 -0.504 0.348
H 2.740 -0.644 -0.724 0.311
H 1.904 0.978 -1.284 0.270
```

***

DFT (ωB97M-V/def2-TZVPD) results for an isolated molecule of C2H3N5O.

Results
- SMILES string = N/N=C\c1nnon1
- highest occupied orbital energy (eV) = -8.974
- Kohn-Sham gap (eV) = 8.789
- max |F| (eV/A) = 2.90
- molecular weight (g/mol) = 113.08

XYZ file:
```
11
Properties=species:S:1:pos:R:3:mulliken_charge:R:1
C -0.576 1.003 0.005 -0.377
C 0.684 0.354 0.147 0.762
H -2.745 -1.263 0.043 0.217
H -1.006 -1.293 -0.180 0.278
H -0.536 2.088 0.045 0.370
N -1.843 -0.780 -0.078 -0.147
N -1.780 0.505 0.056 -0.429
N 1.866 1.099 -0.083 -0.149
N 2.802 0.270 -0.027 -0.111
N 0.916 -0.908 0.035 -0.319
O 2.219 -1.073 0.038 -0.095
```

***

DFT (ωB97M-V/def2-TZVPD) results for an isolated molecule of C2H3N5O.

Results
- SMILES string = C=Nn1nn[nH]c1=O
- highest occupied orbital energy (eV) = -10.028
- Kohn-Sham gap (eV) = 10.553
- max |F| (eV/A) = 6.01
- molecular weight (g/mol) = 113.08

XYZ file:
```
11
Properties=species:S:1:pos:R:3:mulliken_charge:R:1
C 1.568 1.157 -0.841 -0.324
C -0.090 -0.307 0.806 0.442
H 1.616 1.007 0.214 0.357
H 2.277 1.658 -1.468 0.290
H -1.715 -1.146 1.895 0.295
N 0.560 0.599 -1.444 -0.729
N -0.244 -0.180 -0.588 0.933
N -1.391 -0.666 -1.064 -0.335
N -2.037 -1.158 -0.126 -0.395
N -1.256 -1.018 0.940 0.101
O 0.711 0.056 1.677 -0.635
```

***

DFT (ωB97M-V/def2-TZVPD) results for a structure of composition C2H3N5O.

Results
- highest occupied orbital energy (eV) = -9.914
- Kohn-Sham gap (eV) = 9.485
- max |F| (eV/A) = 8.66
- molecular weight (g/mol) = 113.08

XYZ file:
```
11
Properties=species:S:1:pos:R:3:mulliken_charge:R:1
C 1.538 -0.561 -0.063 0.097
C -0.399 0.795 0.038 0.492
H 3.287 -0.585 -0.087 0.316
H 1.620 -1.738 -0.702 0.212
H -0.846 2.774 0.057 0.301
N 2.589 0.170 0.111 -0.512
N 0.268 -0.244 0.489 0.037
N -1.758 -0.978 -0.035 0.077
N -1.831 0.275 0.230 -0.321
N -0.201 2.057 -0.342 -0.550
O -0.546 -1.353 -0.288 -0.148
```

***

DFT (ωB97M-V/def2-TZVPD) results for a structure of composition C2H3N5O.

Results
- highest occupied orbital energy (eV) = -9.259
- Kohn-Sham gap (eV) = 9.387
- max |F| (eV/A) = 5.07
- molecular weight (g/mol) = 113.08

XYZ file:
```
11
Properties=species:S:1:pos:R:3:mulliken_charge:R:1
C -2.261 -0.307 0.078 0.109
C -0.227 0.209 -0.358 0.700
H -1.443 -1.224 0.723 0.201
H 2.927 0.355 -0.067 0.274
H 0.988 1.681 0.460 0.235
N -1.394 0.806 -0.459 -0.615
N 0.379 -1.099 -0.346 -0.116
N 1.608 -1.088 -0.147 -0.482
N 1.939 0.115 0.101 0.142
N 0.905 0.879 0.006 -0.075
O -3.422 -0.327 0.008 -0.373
```

***

DFT (ωB97M-V/def2-TZVPD) results for an isolated molecule of C2H3N5O.

Results
- SMILES string = [H]/N=c1/nnonc1N
- highest occupied orbital energy (eV) = -9.762
- Kohn-Sham gap (eV) = 9.330
- max |F| (eV/A) = 2.48
- molecular weight (g/mol) = 113.08

XYZ file:
```
11
Properties=species:S:1:pos:R:3:mulliken_charge:R:1
C -0.063 0.427 -0.312 0.732
C 0.077 -0.887 0.324 0.368
H 0.814 2.074 -1.020 0.283
H 1.865 0.917 -0.422 0.229
H 1.706 -1.649 -0.466 0.236
N 0.984 1.091 -0.865 -0.494
N -1.161 1.073 -0.279 -0.462
N -2.030 -0.559 1.226 -0.015
N -0.951 -1.155 1.246 -0.209
N 0.971 -1.809 0.188 -0.602
O -2.212 0.479 0.381 -0.065
```

***

DFT (ωB97M-V/def2-TZVPD) results for a cluster of 2 separate species, C2H3NO in total.

Results
- highest occupied orbital energy (eV) = -8.912
- Kohn-Sham gap (eV) = 9.561
- max |F| (eV/A) = 0.81
- molecular weight (g/mol) = 57.05

XYZ file:
```
7
Properties=species:S:1:pos:R:3:mulliken_charge:R:1
C 1.906 0.505 0.035 0.123
C -1.574 0.270 -0.234 -0.261
N 2.250 -0.581 0.019 -0.411
O -1.231 -0.935 0.134 -0.282
H -0.268 -1.086 0.066 0.378
H 1.598 1.517 0.082 0.304
H -2.680 0.310 -0.102 0.148
```

***

DFT (ωB97M-V/def2-TZVPD) results for a cluster of 2 separate species, C2H3NO in total.

Results
- SMILES string = C#N.C=O
- highest occupied orbital energy (eV) = -9.708
- Kohn-Sham gap (eV) = 10.821
- max |F| (eV/A) = 3.86
- molecular weight (g/mol) = 57.05

XYZ file:
```
7
Properties=species:S:1:pos:R:3:mulliken_charge:R:1
C 2.193 0.133 0.163 0.098
C -1.049 -0.588 -0.296 -0.011
N 1.394 -0.516 -0.390 -0.396
O -0.673 0.179 0.516 -0.373
H 2.769 0.720 0.858 0.273
H -1.283 -1.655 -0.189 0.237
H -1.377 -0.230 -1.378 0.172
```

***

DFT (ωB97M-V/def2-TZVPD) results for an isolated molecule of C2H3NO2.

Results
- SMILES string = [H]/N=C/OC=O
- highest occupied orbital energy (eV) = -10.196
- Kohn-Sham gap (eV) = 10.899
- max |F| (eV/A) = 5.61
- molecular weight (g/mol) = 73.05

XYZ file:
```
8
Properties=species:S:1:pos:R:3:mulliken_charge:R:1
C 0.277 -0.399 0.584 0.127
C -0.590 0.754 -1.299 0.151
N 0.467 -1.424 1.248 -0.544
O -0.412 1.801 -0.801 -0.387
O -0.442 -0.540 -0.531 -0.370
H 0.386 0.631 0.897 0.327
H -0.783 0.507 -2.249 0.433
H 1.096 -1.330 2.151 0.263
```

***

Values for energy above the lowest of the compared OMol25 structures with the same formula, charge and spin, eV, ordered as above
3.6775 0.5448 4.2335 0.5857 4.4883 3.2524 7.6858 5.1399 4.5049 3.4977 2.1209 1.5290